[1]
{"formula": "C4H5NO", "method": "ωB97M-V/def2-TZVPD", "de_lowest_kj_mol": 378.6, "orbital_gap_ev": 11.10, "species": ["O", "C", "N", "C", "C", "C", "H", "H", "H", "H", "H"], "positions_angstrom": [[-1.9445, -0.0245, -0.3408], [-1.5290, 0.4355, 0.7047], [-0.2152, 0.7262, 0.9297], [0.7576, 0.2880, -0.0256], [1.7456, -1.1521, 0.8178], [0.9763, -1.3579, -0.1733], [-2.1799, 0.6788, 1.5614], [0.0911, 0.8789, 1.8801], [0.3138, 0.3908, -1.0149], [1.6407, 0.9249, -0.0003], [0.4303, -1.9031, -0.9280]]}


[2]
{"formula": "C44H114BN10O20", "method": "ωB97M-V/def2-TZVPD", "de_lowest_kj_mol": 63.6, "orbital_gap_ev": 9.11, "total_charge": -1, "species": ["O", "C", "O", "B", "O", "C", "O", "O", "C", "O", "C", "O", "O", "C", "C", "C", "O", "C", "N", "H", "H", "H", "H", "H", "H", "H", "H", "H", "H", "H", "C", "C", "C", "O", "C", "N", "H", "H", "H", "H", "H", "H", "H", "H", "H", "H", "H", "C", "C", "C", "O", "C", "N", "H", "H", "H", "H", "H", "H", "H", "H", "H", "H", "H", "C", "C", "C", "O", "C", "N", "H", "H", "H", "H", "H", "H", "H", "H", "H", "H", "H", "C", "C", "C", "O", "C", "N", "H", "H", "H", "H", "H", "H", "H", "H", "H", "H", "H", "C", "C", "C", "O", "C", "N", "H", "H", "H", "H", "H", "H", "H", "H", "H", "H", "H", "C", "C", "C", "O", "C", "N", "H", "H", "H", "H", "H", "H", "H", "H", "H", "H", "H", "C", "C", "C", "O", "C", "N", "H", "H", "H", "H", "H", "H", "H", "H", "H", "H", "H", "C", "C", "C", "O", "C", "N", "H", "H", "H", "H", "H", "H", "H", "H", "H", "H", "H", "C", "C", "C", "O", "C", "N", "H", "H", "H", "H", "H", "H", "H", "H", "H", "H", "H", "O", "H", "H", "O", "H", "H"], "positions_angstrom": [[0.9885, 3.4187, -2.4162], [1.1369, 2.3118, -1.8687], [0.8462, 1.1098, -2.3525], [1.1864, -0.0242, -1.4627], [1.9303, 0.6931, -0.3886], [1.8556, 2.0326, -0.5742], [2.4685, 2.9004, 0.0646], [2.1079, -0.9376, -2.1982], [1.7047, -2.1770, -2.1855], [2.1292, -3.2165, -2.7183], [0.4181, -2.1900, -1.3105], [0.1673, -0.9471, -0.9565], [-0.2379, -3.1846, -1.0922], [-2.9486, -4.6087, -6.8522], [-2.8061, -3.4420, -7.8136], [-1.4163, -2.7414, -7.8140], [-1.5361, -1.6114, -8.6198], [-0.3773, -0.7838, -8.6791], [-3.1449, -3.9485, -9.1156], [-2.5363, -5.5601, -7.1884], [-4.0158, -4.8033, -6.7460], [-2.6270, -4.3375, -5.8467], [-3.5444, -2.7010, -7.5069], [-0.6189, -3.3381, -8.2568], [-1.1283, -2.5641, -6.7777], [-0.1488, -0.3213, -7.7188], [-0.4082, 0.0554, -9.3740], [0.5009, -1.3994, -8.8735], [-3.0213, -3.0967, -9.6441], [-2.3205, -4.5023, -9.2991], [6.1878, -3.4637, 2.0968], [5.4301, -4.2114, 3.2434], [4.5043, -5.3188, 2.6562], [4.0539, -6.1723, 3.7526], [3.2964, -7.3453, 3.2893], [6.4095, -4.8092, 4.1704], [5.4845, -3.1597, 1.3216], [6.9981, -4.0637, 1.6824], [6.6154, -2.5167, 2.4261], [4.7694, -3.5109, 3.7541], [5.1313, -5.8613, 1.9486], [3.6897, -4.9515, 2.0320], [3.9623, -8.0061, 2.7342], [2.5373, -6.8986, 2.6471], [2.8351, -7.8305, 4.1494], [7.1396, -5.1764, 3.5771], [6.0524, -5.6587, 4.5838], [5.1469, -4.7394, -8.2117], [6.2742, -3.9006, -7.5629], [7.5114, -4.7582, -7.1542], [8.5803, -4.0311, -6.4759], [8.3980, -3.9356, -5.0830], [6.7566, -2.8856, -8.4923], [4.5263, -3.9562, -8.6470], [4.5902, -5.4461, -7.5963], [5.4958, -5.2895, -9.0857], [5.8783, -3.3839, -6.6886], [7.9951, -5.1655, -8.0421], [7.2162, -5.5964, -6.5231], [8.5325, -4.8824, -4.5598], [7.3979, -3.5066, -5.0210], [9.1142, -3.2157, -4.6870], [7.1100, -3.2818, -9.3515], [7.6056, -2.4693, -8.1374], [5.9863, 4.5731, 11.4597], [5.1513, 5.7985, 10.9823], [4.0383, 5.5872, 9.9356], [4.6870, 4.9701, 8.8017], [3.7649, 4.7365, 7.6776], [4.5746, 6.4427, 12.1368], [6.3181, 3.9243, 10.6491], [5.2987, 3.9209, 11.9984], [6.8328, 4.8416, 12.0918], [5.8623, 6.5148, 10.5706], [3.6991, 6.6157, 9.8122], [3.2663, 4.9205, 10.3199], [3.0381, 5.5230, 7.4741], [3.3000, 3.7702, 7.8732], [4.3149, 4.6035, 6.7460], [4.1114, 7.2345, 11.7140], [5.2908, 6.8059, 12.7492], [-5.0005, 5.3213, 0.0039], [-4.3382, 6.5676, 0.6920], [-2.7550, 6.6747, 0.5917], [-2.3111, 7.7902, 1.2821], [-0.8958, 7.8205, 1.2956], [-4.8891, 7.7393, 0.0449], [-4.5549, 4.4059, 0.3934], [-4.7695, 5.4002, -1.0585], [-6.0756, 5.3097, 0.1829], [-4.7311, 6.4374, 1.7003], [-2.4372, 6.6158, -0.4493], [-2.2843, 5.7862, 1.0127], [-0.5669, 7.0607, 2.0045], [-0.5124, 8.7876, 1.6208], [-0.4525, 7.6168, 0.3208], [-4.3737, 8.5621, 0.3231], [-4.5260, 7.6261, -0.8908], [-4.2341, 3.0658, 7.9547], [-2.8897, 3.4380, 7.4276], [-2.8344, 3.8771, 5.9730], [-2.9648, 2.7876, 5.0887], [-1.8165, 1.8969, 4.9971], [-2.3290, 4.4311, 8.3601], [-4.6611, 2.2282, 7.4031], [-5.0095, 3.8315, 7.9779], [-4.2710, 2.7231, 8.9887], [-2.3328, 2.5108, 7.5627], [-1.8965, 4.4010, 5.7888], [-3.5710, 4.6191, 5.6651], [-0.8817, 2.3691, 4.6948], [-1.9309, 1.1337, 4.2274], [-1.6159, 1.3699, 5.9299], [-2.4558, 4.1134, 9.3105], [-1.3335, 4.2754, 8.2907], [-6.3868, -2.1057, 4.6318], [-6.6524, -3.4587, 3.9347], [-6.1874, -4.7273, 4.7594], [-4.7859, -4.6209, 5.0785], [-3.9162, -4.5148, 3.9751], [-8.0807, -3.4971, 3.5073], [-6.8899, -2.1270, 5.5985], [-6.8960, -1.2979, 4.1061], [-5.3355, -1.8425, 4.7487], [-5.9797, -3.3906, 3.0797], [-6.4518, -5.6009, 4.1637], [-6.7007, -4.8189, 5.7166], [-2.9314, -4.7741, 4.3636], [-3.9092, -3.4896, 3.6048], [-4.2677, -5.1042, 3.1283], [-8.6446, -3.3511, 4.3323], [-8.2323, -2.6939, 2.9140], [5.5753, -10.6370, -4.8322], [5.9407, -10.6469, -3.3731], [7.3757, -10.0431, -3.1078], [8.4032, -10.9064, -3.7055], [9.7310, -10.5315, -3.3675], [4.9809, -9.8779, -2.6254], [5.5032, -9.6372, -5.2604], [4.5660, -11.0326, -4.9452], [6.2111, -11.2605, -5.4608], [6.0053, -11.6696, -3.0015], [7.6445, -10.0567, -2.0516], [7.4731, -9.0568, -3.5616], [9.8147, -10.4280, -2.2857], [9.9484, -9.5667, -3.8259], [10.5070, -11.2548, -3.6182], [4.9314, -8.9008, -2.8761], [5.4077, -9.7707, -1.7163], [-6.2937, -0.9709, -0.9687], [-7.5812, -1.6068, -1.3330], [-8.8246, -0.7046, -1.2841], [-9.3261, -0.3341, 0.0011], [-10.3612, 0.6519, -0.0609], [-7.3384, -2.1964, -2.6151], [-6.1759, -0.1070, -1.6228], [-5.4491, -1.6599, -0.9639], [-6.3514, -0.4851, 0.0053], [-7.7449, -2.4615, -0.6766], [-9.6950, -1.2187, -1.6916], [-8.7864, 0.1471, -1.9633], [-11.1521, 0.3336, -0.7400], [-10.0652, 1.6937, -0.1837], [-10.8517, 0.8103, 0.8995], [-8.1783, -2.6738, -2.9095], [-7.3565, -1.3675, -3.1919], [-3.7010, 11.3881, -5.3919], [-2.5312, 10.8642, -4.5478], [-2.3717, 11.6921, -3.2444], [-2.1087, 13.0943, -3.6223], [-2.1594, 13.9223, -2.4741], [-2.9012, 9.4118, -4.3113], [-4.6791, 11.3435, -4.9128], [-3.7448, 10.9075, -6.3692], [-3.5774, 12.4300, -5.6876], [-1.5591, 10.9335, -5.0359], [-1.5675, 11.2724, -2.6401], [-3.3306, 11.6083, -2.7330], [-2.0395, 14.9778, -2.7183], [-1.3560, 13.6669, -1.7831], [-3.0809, 13.8493, -1.8965], [-2.9689, 9.1271, -5.2780], [-2.0929, 8.8867, -4.0096], [-4.8599, -6.3856, -1.9120], [-5.4130, -5.6567, -2.1931], [-4.0342, -5.9752, -1.6552], [6.4770, 6.1418, 2.8104], [5.6624, 5.7211, 2.5351], [6.8343, 5.5580, 3.4795]]}


[3]
{"formula": "C20H50N4O8", "method": "ωB97M-V/def2-TZVPD", "orbital_gap_ev": 8.77, "species": ["C", "C", "C", "C", "C", "N", "C", "O", "C", "O", "O", "C", "C", "C", "N", "N", "N", "H", "H", "H", "H", "H", "H", "H", "H", "H", "H", "H", "H", "H", "H", "H", "H", "H", "H", "H", "H", "C", "C", "O", "H", "H", "H", "H", "H", "H", "C", "C", "O", "H", "H", "H", "H", "H", "H", "C", "C", "O", "H", "H", "H", "H", "H", "H", "C", "C", "O", "H", "H", "H", "H", "H", "H", "C", "C", "O", "H", "H", "H", "H", "H", "H"], "positions_angstrom": [[3.4921, -5.5504, 1.0457], [3.1282, -4.3688, 0.3089], [3.1364, -2.9941, 1.1190], [2.6698, -1.7065, 0.2820], [2.1809, -1.8677, -1.2284], [3.2419, -2.3547, -2.1720], [2.6041, -2.2580, -3.5465], [3.7842, -0.7678, 0.4000], [3.4707, 0.1639, 1.4302], [4.1728, 0.6953, 2.2985], [2.0747, 0.4072, 1.2736], [1.5332, -0.9565, 1.1395], [0.0894, -0.6813, 0.5046], [-0.8648, -1.9745, 0.4307], [-0.1114, -3.1822, 0.9160], [-1.4486, -2.2002, -0.9391], [-2.0536, -1.6984, 1.3278], [2.8749, -6.5137, 1.0167], [4.4174, -5.5694, 1.7315], [2.8233, -4.5119, -0.7750], [4.2073, -2.7926, 1.4770], [2.4861, -3.1578, 2.0486], [1.2668, -2.5597, -1.2297], [1.8959, -0.8046, -1.5911], [4.0128, -1.6672, -2.1856], [2.4407, -3.3053, -4.0009], [1.5601, -1.7727, -3.5054], [3.2195, -1.5927, -4.2530], [1.3154, -1.3736, 2.1821], [0.1265, -0.1562, -0.5201], [-0.4306, 0.0743, 1.2051], [-0.1333, -3.9017, 0.1785], [-0.6318, -3.5087, 1.7518], [-1.7752, -3.1818, -1.0251], [-0.7652, -1.9744, -1.6731], [-2.6274, -2.5584, 1.3351], [-1.6289, -1.5608, 2.2614], [-0.2495, 3.7972, 1.9520], [-0.9946, 3.5021, 3.2383], [-0.5307, 2.2811, 3.8045], [-0.3890, 2.9851, 1.2337], [-0.5997, 4.7298, 1.5029], [0.8257, 3.8777, 2.1376], [-2.0632, 3.4009, 3.0453], [-0.8500, 4.3058, 3.9683], [0.4142, 2.3811, 3.9804], [1.5581, 2.6298, -3.7053], [0.7906, 2.3415, -2.4302], [1.2517, 1.1290, -1.8419], [1.4391, 1.8116, -4.4184], [1.2096, 3.5554, -4.1695], [2.6292, 2.7205, -3.5001], [-0.2748, 2.2302, -2.6420], [0.9156, 3.1531, -1.7063], [2.1930, 1.2385, -1.6485], [2.8085, 3.7584, -8.4915], [2.0449, 3.4632, -7.2156], [2.5104, 2.2521, -6.6320], [2.6902, 2.9406, -9.2067], [2.4557, 4.6841, -8.9525], [3.8793, 3.8526, -8.2886], [0.9796, 3.3486, -7.4257], [2.1686, 4.2739, -6.4900], [3.4506, 2.3635, -6.4405], [-5.3163, 4.8018, 5.2163], [-4.3261, 4.2604, 4.2040], [-3.9913, 5.2700, 3.2586], [-6.2241, 5.1493, 4.7167], [-5.5868, 4.0353, 5.9465], [-4.8958, 5.6607, 5.7476], [-4.7571, 3.4170, 3.6607], [-3.4093, 3.9216, 4.6961], [-3.6028, 6.0081, 3.7456], [-5.2757, -4.9384, 4.1033], [-4.3341, -4.2870, 3.1099], [-4.4826, -4.8846, 1.8269], [-5.0750, -6.0102, 4.1754], [-5.1677, -4.4917, 5.0945], [-6.3150, -4.8294, 3.7799], [-3.2965, -4.4166, 3.4252], [-4.5374, -3.2146, 3.0235], [-5.3995, -4.7582, 1.5505]]}


[4]
{"formula": "C35H24Cl6MnN6O6S2", "method": "ωB97M-V/def2-TZVPD", "multiplicity": 6, "de_lowest_kj_mol": 96.5, "orbital_gap_ev": [5.21, 6.34], "s2": 8.99, "total_charge": -2, "species": ["Mn", "C", "C", "C", "C", "C", "C", "C", "S", "O", "O", "N", "C", "C", "C", "C", "C", "C", "C", "C", "N", "C", "H", "H", "H", "H", "H", "H", "H", "H", "H", "H", "H", "H", "H", "Cl", "C", "C", "C", "Cl", "C", "Cl", "C", "Cl", "C", "Cl", "S", "C", "N", "N", "C", "C", "C", "C", "C", "C", "N", "N", "C", "C", "C", "C", "C", "C", "H", "H", "H", "H", "H", "H", "H", "H", "H", "H", "H", "O", "Cl", "O", "O", "O"], "positions_angstrom": [[-0.9676, -0.1672, 0.1841], [0.5140, -3.6406, 7.3092], [0.5645, -3.4618, 5.8123], [-0.3641, -2.6496, 5.1643], [-0.3170, -2.4640, 3.7930], [0.6760, -3.0967, 3.0546], [1.6153, -3.9024, 3.6786], [1.5525, -4.0810, 5.0553], [0.6562, -2.9441, 1.2854], [1.8877, -3.5267, 0.8122], [-0.5774, -3.5387, 0.8608], [0.5884, -1.3610, 1.0327], [1.7681, -0.6016, 1.2913], [2.9116, -1.0277, 1.9282], [4.0290, -0.1797, 2.0954], [4.0265, 1.1032, 1.6422], [2.8607, 1.5969, 1.0152], [2.7422, 2.9252, 0.5497], [1.5771, 3.3545, -0.0059], [0.5062, 2.4518, -0.1093], [0.5987, 1.2103, 0.2899], [1.7497, 0.7545, 0.8561], [-0.5083, -3.5528, 7.6795], [1.1126, -2.8774, 7.8139], [0.9044, -4.6160, 7.6032], [-1.1359, -2.1493, 5.7401], [-1.0326, -1.8158, 3.2981], [2.3779, -4.3840, 3.0794], [2.2850, -4.7127, 5.5476], [2.9837, -2.0383, 2.2936], [4.9069, -0.5751, 2.5932], [4.8852, 1.7536, 1.7642], [3.5886, 3.5950, 0.6600], [1.4475, 4.3691, -0.3567], [-0.4501, 2.7531, -0.5192], [-3.3042, -0.7363, 2.3399], [-3.3311, -1.8610, 1.0263], [-2.4326, -1.6828, -0.0195], [-2.5454, -2.6057, -1.0588], [-1.4483, -2.5802, -2.4020], [-3.4769, -3.6450, -1.0454], [-3.5671, -4.7789, -2.3547], [-4.3327, -3.8020, 0.0375], [-5.4726, -5.1076, 0.0805], [-4.2545, -2.9008, 1.0888], [-5.3030, -3.0883, 2.4595], [-2.8410, 1.2146, -0.3841], [-2.5545, 1.4468, -2.1147], [-3.5271, 2.0658, -2.7355], [-3.2440, 2.3761, -4.0826], [-2.3075, 3.2524, -4.5360], [-1.4467, 3.9614, -3.6775], [-0.5420, 4.8737, -4.1949], [-0.4448, 5.1165, -5.5626], [-1.2917, 4.4131, -6.4149], [-2.2030, 3.4973, -5.9191], [-1.3799, 1.1204, -2.7343], [-0.5801, 0.3439, -2.0406], [0.6870, 0.2128, -2.6247], [1.5478, -0.7872, -2.1542], [2.8355, -0.9111, -2.6514], [3.3015, -0.0495, -3.6381], [2.4505, 0.9418, -4.1178], [1.1606, 1.0784, -3.6248], [-3.9864, 2.1316, -4.7097], [-1.5053, 3.7850, -2.6135], [0.1089, 5.4068, -3.5094], [0.2709, 5.8298, -5.9526], [-1.2314, 4.5712, -7.4867], [-2.8400, 2.9398, -6.5990], [1.1996, -1.4673, -1.3901], [3.4775, -1.6923, -2.2595], [4.3110, -0.1441, -4.0215], [2.7970, 1.6269, -4.8841], [0.5016, 1.8553, -3.9881], [-0.8766, 3.4547, 2.3535], [-0.6397, 2.2669, 3.1437], [0.7826, 2.0997, 3.3661], [-1.3380, 2.3557, 4.4056], [-1.1468, 1.0987, 2.4086]]}


Largest force on an atom
In order: 0.01255 0.07186 0.09233 0.01851
Unit: hartree/bohr